# C36H30B3F18O36Sn

A structure of composition C36H30B3F18O36Sn at a distorted geometry (wB97M-V/def2-TZVPD, the OMol25 dataset).

CARTESIAN COORDINATES (ANGSTROEM)
C  -1.1929  -0.2989  -3.9572
C  -3.5814  1.6076  0.7772
C  -0.5554  5.8023  -5.5847
C  3.9558  0.5534  -3.6720
F  4.5026  -3.8906  1.9621
F  3.1245  1.2539  -4.3914
C  3.6159  -4.1172  -2.4782
H  4.0047  -3.6128  -1.5936
C  -4.0744  2.1031  -0.5937
F  -5.4152  2.2879  -0.6328
O  -1.0210  4.4045  -2.4920
B  -3.9599  -4.2454  -0.3844
O  -0.3823  3.8561  3.7724
C  2.8745  5.7673  2.4814
C  4.5211  1.9347  0.9656
C  3.3865  2.9271  1.1607
H  0.6141  -2.6731  4.2835
O  -3.3302  -5.5485  -0.5169
Sn  0.4093  0.3441  0.2487
O  1.1676  -6.4364  1.9208
H  -4.2418  -0.9155  4.0544
O  1.7267  2.4124  -1.8226
H  1.8415  -2.8415  -3.0883
C  1.6454  -2.6738  4.6363
C  -3.6362  -2.5878  -1.8005
B  0.1167  -5.5861  1.3373
C  -1.1659  4.1212  2.6705
F  -1.5783  -2.3774  -5.0999
O  -3.0137  -3.3292  0.3114
O  -2.3877  1.2953  0.9560
H  -4.4356  -1.1041  2.3403
O  -0.8265  0.2244  -2.8814
O  -1.9433  0.3463  -4.8800
H  2.9461  4.9956  3.2478
O  3.6111  -1.8455  -3.4746
O  -4.1518  -3.8370  -1.7452
H  -2.8016  1.9868  -3.8842
O  -0.1173  1.6211  3.1587
O  2.2793  -0.5005  -2.1310
C  -2.8438  -2.3217  -0.4973
H  -1.9587  5.7883  1.5158
C  0.5788  -3.5618  0.3831
C  2.8759  -3.0349  -3.3723
F  -3.5249  3.2894  -0.7874
O  -0.7406  5.9081  -6.7678
B  -0.1281  4.8269  -3.5220
O  -0.3557  -4.5611  2.2561
O  1.0756  3.9298  -3.3813
H  2.7356  -3.3940  -4.3918
C  3.1383  -2.0885  2.7186
O  2.5133  -1.0591  2.3542
O  1.3920  -8.6975  2.1287
F  2.2619  2.8046  4.7753
O  -4.5710  1.5170  1.6554
F  5.4917  -2.1695  2.7052
C  0.0062  6.8464  -4.6371
F  -3.6586  1.2783  -1.5205
C  -4.3111  0.9872  3.0149
F  4.9247  0.0285  -4.5255
O  0.5902  -4.8559  0.1439
H  3.1975  6.1662  0.4650
O  -1.2469  -8.6595  0.6330
H  1.7805  5.0788  0.7294
H  2.0278  6.4211  2.6909
C  0.8220  -7.6924  1.7300
H  -2.8412  -0.6424  2.8398
C  -0.3707  3.5431  -1.6001
C  1.8864  -3.6973  5.7305
F  4.0806  0.9142  0.2660
C  -0.1043  -3.3566  1.7288
O  -0.7138  3.1068  -0.4999
H  -0.6221  6.2685  2.4142
H  1.9953  -4.6905  5.2948
C  2.8120  5.3004  1.0034
H  -2.1117  6.0671  3.2759
H  -5.1806  1.1411  3.6540
O  0.2733  8.0628  -4.8989
H  3.7689  6.3803  2.5929
C  3.2032  -0.6483  -2.9464
O  0.1856  6.2907  -3.4159
F  4.8685  1.5206  2.1006
C  -0.5894  -7.6682  1.0004
F  -0.5789  -2.4360  -3.1034
F  5.4828  2.4914  0.2759
O  -0.9484  -6.4618  0.8376
H  -1.2775  2.3464  -4.5305
O  3.6567  4.2088  0.8079
H  4.4552  -4.5691  -3.0068
H  1.7871  -1.6725  5.0429
O  1.0535  -2.5958  -0.2934
O  -5.2452  -4.4837  0.2885
O  2.2173  2.5310  1.4375
H  2.9698  -4.9311  -2.1492
O  -2.0785  -1.3860  -0.3388
F  1.0154  1.1802  5.6450
H  1.0897  -3.8121  6.4655
C  -1.4986  5.6252  2.4904
F  0.6278  3.1165  6.2189
H  -3.0830  3.2306  -5.9280
H  -2.0578  3.4949  2.6899
C  -0.7380  -1.7431  -4.2448
F  0.5001  -1.7474  -4.8013
C  -2.8667  2.1672  -6.0297
H  -3.8337  1.6664  -6.0781
O  -3.7423  -7.6460  0.1730
C  -5.3396  -5.7783  0.5628
H  -0.6815  3.8169  1.7426
C  1.0422  2.3900  5.1849
O  2.7169  -2.9202  3.7322
C  4.4555  -2.5855  2.0218
O  -3.7733  -1.8266  -2.7467
H  2.8171  -3.4581  6.2449
C  0.9145  3.1359  -2.3163
C  -4.0108  -6.4871  0.0536
F  4.4634  -2.0202  0.7839
C  -3.8952  -0.5323  3.0947
H  -3.5313  1.5950  3.4739
F  4.3369  1.3673  -2.6955
C  -2.1711  1.7599  -4.7439
O  -0.6587  4.6932  -4.8659
H  -2.2866  2.1403  -6.9521
C  0.1124  2.5635  3.9167
O  -0.3725  -2.2053  2.1279
O  -6.1892  -6.3134  1.2942

strongest force on any atom: 5.94 eV/A
gap between HOMO and LUMO: 6.237 eV
charge: -1
molar mass: 1531.71 g mol⁻¹


# C36H30Cl8N9O4ReSi

A structure of composition C36H30Cl8N9O4ReSi at a distorted geometry (wB97M-V/def2-TZVPD, the OMol25 dataset).

CARTESIAN COORDINATES (ANGSTROEM)
C  1.1937  7.0070  0.8521
N  -1.7886  0.9078  5.5947
H  -1.1660  -6.3301  0.7176
H  -4.5542  -0.8526  -2.7849
N  1.7911  -1.0396  -0.8786
H  0.5322  -6.8341  0.5708
C  1.1362  -3.6190  -1.7594
C  -2.3058  -1.9202  0.1685
H  -6.3897  2.0538  0.7010
C  5.6146  -1.2822  -0.3528
C  0.0840  0.7328  2.6779
H  -1.0628  -1.4442  2.8208
C  -0.3237  -6.4152  0.0386
H  3.6757  -4.1397  -3.9302
N  -2.4569  1.2076  3.4219
Cl  1.1572  3.1598  -3.7262
C  2.4738  2.5983  -0.9685
Si  -0.1243  1.7269  -3.0040
C  2.0984  -3.3462  -2.7182
C  0.4997  -1.3693  -0.9432
C  -3.6172  -2.3785  0.0833
H  -0.6370  -3.0365  -0.8990
N  -2.6181  1.8155  -0.0966
C  -4.8595  2.2709  -0.7913
H  5.6033  1.3214  -0.9951
H  -1.0673  0.7655  6.2789
C  1.6067  4.8880  1.9810
H  5.8877  -2.3099  -0.5723
O  4.3326  -1.0792  -0.9467
O  0.5281  2.9388  1.1164
H  5.5604  -1.1323  0.7265
N  -0.8392  1.0120  1.7116
H  -3.9589  -3.0841  0.8316
C  2.9220  -4.3638  -3.1868
C  0.3646  6.3607  -0.0540
C  3.7994  0.1779  -0.9075
C  4.5231  1.3445  -0.9619
C  0.7643  4.2035  1.0819
H  3.3917  -6.4502  -3.0849
N  -0.2006  0.6733  3.9695
H  -1.4692  -3.1533  3.0060
H  1.9966  0.4023  3.0639
C  2.7580  -5.6534  -2.7178
C  0.1868  4.9984  0.1013
N  0.2294  -2.6542  -1.2454
C  3.8440  2.5653  -0.9976
H  2.2007  -2.3445  -3.1168
H  -3.1067  2.3749  -2.0169
Cl  2.3591  3.9487  3.2156
C  -5.3332  1.9929  0.4771
C  0.9594  -4.9320  -1.3029
C  -1.4660  0.9305  4.2993
H  -2.7168  1.1605  5.8802
O  -0.0464  -5.0934  -0.4083
C  -4.4430  -1.9754  -0.9493
C  -3.5033  2.1662  -1.0362
Re  -0.3349  1.5783  -0.4930
C  -1.7087  -2.2407  2.4652
C  2.3906  0.2199  -0.8832
Cl  0.5143  -0.0618  -3.8290
C  -2.0675  1.2378  2.1691
H  4.4056  3.4887  -1.0573
H  -5.4586  -2.3457  -1.0051
C  1.8103  6.2559  1.8670
Cl  2.8426  7.0508  2.9862
N  1.3368  0.4224  2.3015
H  -0.5908  -7.0627  -0.7985
C  1.6898  1.4236  -0.8893
H  -2.7579  -1.9877  2.6366
Cl  1.4524  8.7005  0.7221
C  -3.9415  -1.1385  -1.9391
H  1.9873  3.5637  -1.0106
C  -2.6387  -0.6845  -1.8548
C  1.7697  -5.9469  -1.7834
Cl  -1.8520  2.1741  -4.0964
Cl  -0.4242  7.1935  -1.3281
H  2.4500  -1.8045  -0.9387
H  -4.7232  1.4397  2.4802
O  -1.4632  -2.4916  1.0784
H  6.3663  -0.6201  -0.7793
H  1.6796  0.8780  1.4661
C  -3.0842  1.5764  1.1408
C  -1.8164  -1.0280  -0.7868
N  -0.4783  -0.4928  -0.7125
H  1.6404  -6.9628  -1.4368
C  -4.4250  1.6445  1.4638
H  -2.2471  -0.0516  -2.6394
H  -5.5206  2.5614  -1.5964
Cl  -0.8229  4.0381  -0.9541

strongest force on any atom: 1.45 eV/A
gap between HOMO and LUMO (spin up / spin down): 7.163 / 6.365 eV
charge: +1
2S+1: 4
<S²>: 3.782
molar mass: 1150.61 g mol⁻¹


# C36H30F5N2O2PS3Sr

A structure of composition C36H30F5N2O2PS3Sr at a distorted geometry (wB97M-V/def2-TZVPD, the OMol25 dataset).

CARTESIAN COORDINATES (ANGSTROEM)
P  1.2513  -2.0622  -0.1748
C  1.6572  -0.4019  -0.8135
H  -3.0874  -1.3648  2.5345
H  -1.3367  -1.1084  2.3899
C  -0.7760  3.6151  3.3516
H  -6.8513  -0.0719  0.4806
S  -0.8386  -2.9457  -3.2840
C  2.5026  -3.6387  -6.3399
O  2.8678  -0.7630  3.1918
S  -2.1110  2.9680  -0.1341
H  -4.8666  -0.6329  1.8080
C  0.8539  2.0873  4.2008
H  1.2522  -4.9030  -0.5133
S  1.2534  3.9424  1.4374
H  1.5972  2.7799  3.8128
C  2.6899  0.3960  -0.3064
H  4.2912  -5.6369  -3.4365
H  -4.6384  3.1037  -1.3667
F  0.8559  -0.8903  -4.7163
C  2.8282  1.7225  -0.7009
C  -2.3001  -0.8922  1.9305
H  2.0228  3.3193  -1.8860
H  -3.0432  2.2095  2.9289
F  2.7847  -1.3076  -6.5054
H  -2.3058  -1.3423  0.9377
C  -1.3849  1.2889  3.9459
C  3.7295  -4.9447  -2.8204
H  -6.7362  1.8292  -1.1325
H  0.1012  6.4767  1.7979
H  -2.3366  3.4665  4.8149
C  0.7967  0.1515  -1.7682
C  -0.4335  5.8195  2.4723
F  0.2726  -5.5907  -4.3078
H  -1.7323  7.3637  3.1910
C  2.1311  -2.3601  -5.9715
C  1.1338  -2.1665  -5.0390
Sr  0.0971  1.2928  0.8456
C  3.9371  -3.5790  -2.9373
C  2.2423  -3.1574  -1.2666
H  0.2321  1.9051  -2.8681
H  -2.9700  5.8305  4.7156
C  1.8544  -4.7060  -5.7506
H  3.5930  2.3413  -0.2498
C  2.7699  -5.4178  -1.9353
C  -3.5391  1.9824  0.0722
C  -3.6248  0.9003  0.9696
H  -1.6611  1.5185  4.9891
C  2.0302  -4.5301  -1.1701
H  4.6642  -3.1974  -3.6449
F  2.2285  -5.9618  -6.0790
N  -0.3965  2.2299  3.4288
C  3.1961  -2.6910  -2.1675
C  1.9764  -1.0659  2.3984
C  -1.4633  6.3151  3.2548
C  -1.7949  4.1254  4.1486
O  0.7992  -0.5662  2.3564
H  -0.8893  0.3181  3.9674
C  0.9378  1.4819  -2.1662
C  1.9444  2.2732  -1.6234
C  -4.6986  2.2799  -0.6665
H  0.6676  2.3081  5.2631
H  2.1462  -3.1212  1.7731
H  3.3596  -1.6269  -2.2878
C  0.4288  -3.2170  -4.4171
H  0.0074  -0.4625  -2.1982
N  -2.4827  0.5597  1.8031
H  3.3876  -2.0750  1.1294
C  -2.1551  5.4655  4.1016
C  2.3176  -2.1323  1.3373
C  -4.8146  0.1916  1.1075
H  -3.4166  0.6628  3.6974
H  1.2342  1.0733  4.0898
C  0.8522  -4.4945  -4.8250
H  3.3567  0.0028  0.4511
H  2.5757  -6.4815  -1.8636
C  -0.0578  4.4719  2.4854
C  -5.9421  0.5056  0.3647
F  3.5042  -3.8410  -7.2245
C  -2.6553  1.2082  3.1139
C  -5.8730  1.5647  -0.5315

strongest force on any atom: 1.22 eV/A
gap between HOMO and LUMO: 6.470 eV
charge: -2
molar mass: 832.43 g mol⁻¹